DFT (ωB97M-V with the def2-TZVPD basis set) results for one molecule with the formula C9H12OSi.

Summary:
HOMO-LUMO gap = 8.363 eV
SMILES string = C=[Si](C)c1ccccc1OC
energy above the lowest of the compared OMol25 structures with the same formula, charge and spin = 98.4 kcal per mole
HOMO level = -0.2814 Eh
LUMO = 0.704 eV

Last columns: bonded neighbours and bond lengths (Å).
Cartesian coordinates (Å):
1 C 2.9038 0.3669 -0.0003  C2 1.451, C3 1.383, H12 1.093
2 C 2.3017 1.6863 0.0471  C1 1.451, C4 1.345, H13 1.024
3 C 2.1016 -0.7587 0.0514  C1 1.383, C5 1.409, H14 1.043
4 C 0.9686 1.8086 0.1726  C2 1.345, C6 1.408, H15 1.123
5 C 0.7189 -0.5553 0.2293  C3 1.409, C6 1.370, O10 1.345
6 C 0.1285 0.6805 0.2399  C4 1.408, C5 1.370, Si11 1.813
7 C -0.0404 -2.7716 -0.0880  O10 1.400, H16 1.167, H17 1.029, H22 1.021
8 C -1.9289 0.7563 -1.4476  Si11 1.843, H18 1.047, H19 1.150, H20 1.036
9 C -2.8194 0.8532 1.7298  Si11 1.777, H21 1.089, H23 1.013
10 O -0.2405 -1.4799 0.4137  C5 1.345, C7 1.400
11 Si -1.6792 0.6859 0.3769  C6 1.813, C8 1.843, C9 1.777
12 H 3.9737 0.2901 -0.2110  C1 1.093
13 H 2.9457 2.4676 -0.1034  C2 1.024
14 H 2.5624 -1.6916 -0.0183  C3 1.043
15 H 0.4094 2.7548 0.4005  C4 1.123
16 H 0.3896 -3.4699 0.7420  C7 1.167
17 H 0.5201 -2.7460 -0.9501  C7 1.029
18 H -1.7005 1.6743 -1.8972  C8 1.047
19 H -1.2711 -0.0222 -1.9798  C8 1.150
20 H -2.9362 0.6028 -1.6347  C8 1.036
21 H -3.8066 1.2914 1.5952  C9 1.089
22 H -0.9087 -3.2207 -0.3833  C7 1.021
23 H -2.5925 0.7972 2.7150  C9 1.013

Mulliken atomic charge list, values in e, 8 entries: -0.414 -0.812 -0.768 -0.592 0.709 0.321 -1.019 -1.157